# 1
A gas-phase ion, C4H15N3PS (charge +1) at a distorted geometry, computed with ωB97M-V with the def2-TZVPD basis set.

Geometry as XYZ:
```
24
C4H15N3PS ωB97M-V with the def2-TZVPD basis set
C -1.027 -3.193 0.332
S -0.482 -1.960 -0.956
C -1.367 -0.479 -0.362
N -0.511 0.467 0.277
C -0.814 0.817 1.682
P 0.827 0.981 -0.379
C 0.669 0.919 -2.174
N 2.077 0.154 0.222
N 0.858 2.594 0.258
H -0.210 -3.080 1.164
H -1.229 -4.272 0.057
H -1.869 -2.824 0.772
H -2.134 -0.923 0.357
H -1.907 0.009 -1.183
H -1.856 0.655 1.881
H -0.228 0.081 2.354
H -0.494 1.812 1.955
H 1.670 1.180 -2.421
H 0.002 1.697 -2.455
H 0.472 -0.118 -2.454
H 2.146 -0.841 0.327
H 2.950 0.539 -0.054
H 1.220 2.580 1.234
H 1.236 3.205 -0.434
```

Output
E_tot, eV: -28979.712
Energy above the lowest of the compared OMol25 structures with the same formula, charge and spin, kcal/mol: 0.0
2S+1: 1
HOMO level, eV: -12.5
Kohn-Sham gap, eV: 9.730
Net charge: +1

Mulliken population analysis, charges in e, atoms 1 to 8: -0.739, 0.004, -0.898, 0.253, -0.883, 0.442, -1.044, -0.366



# 2
3 unconnected molecules or ions with the total composition C4H15NO2, computed with ωB97M-V with the def2-TZVPD basis set.

Geometry as XYZ:
```
22
C4H15NO2 ωB97M-V with the def2-TZVPD basis set
C -0.510 0.396 2.468
C 0.456 0.116 1.313
N -0.140 -0.822 0.398
C 0.749 -1.403 -0.584
C 0.002 -2.397 -1.460
H -0.687 -0.514 3.025
H -0.035 1.072 3.179
H -1.469 0.808 2.146
H 1.369 -0.274 1.779
H 0.802 1.074 0.882
H -0.951 -0.371 -0.011
H 1.512 -1.936 -0.003
H 1.239 -0.644 -1.193
H -0.677 -1.927 -2.170
H -0.577 -3.060 -0.818
H 0.698 -3.070 -1.970
O -1.486 2.006 -0.682
H -2.214 2.633 -0.753
H -1.336 1.912 0.272
O 1.436 2.299 -1.871
H 0.683 2.246 -1.267
H 1.137 1.855 -2.680
```

Output
E_tot, eV: -9976.220
Energy above the lowest of the compared OMol25 structures with the same formula, charge and spin, kcal/mol: 20.0
2S+1: 1
HOMO level, eV: -8.7
Kohn-Sham gap, eV: 9.211

Mulliken population analysis, charges in e, atoms 1 to 8: -1.216, -0.498, -0.313, -0.196, -1.250, 0.346, 0.352, 0.293



# 3
3 unconnected molecules or ions with the total composition C4H15NO2 at a distorted geometry, computed with ωB97M-V with the def2-TZVPD basis set.

Geometry as XYZ:
```
22
C4H15NO2 ωB97M-V with the def2-TZVPD basis set
C 0.069 1.005 1.986
C -1.089 1.129 1.071
C -1.581 -0.131 0.456
C -0.395 -0.946 -0.099
N -0.933 -1.997 -1.008
H 0.192 2.033 2.408
H 1.054 0.839 1.557
H -0.214 0.334 2.835
H -1.891 1.701 1.544
H -0.794 1.757 0.232
H -2.181 -0.794 1.153
H -2.255 0.072 -0.327
H 0.213 -1.212 0.789
H 0.424 -0.471 -0.712
H -1.912 -2.175 -1.092
H -0.412 -2.965 -1.129
O 1.398 1.027 -3.061
H 0.590 0.553 -3.352
H 1.452 0.643 -2.198
O 3.121 -0.262 -0.418
H 2.338 -0.697 -0.629
H 2.806 0.559 -0.005
```

Output
E_tot, eV: -9975.158
Energy above the lowest of the compared OMol25 structures with the same formula, charge and spin, kcal/mol: 44.5
2S+1: 1
HOMO level, eV: -9.3
Kohn-Sham gap, eV: 9.999

Mulliken population analysis, charges in e, atoms 1 to 8: -1.067, -0.300, -0.778, 0.570, -0.609, 0.366, 0.195, 0.283



Q: The highest Kohn-Sham gap belongs to which entry?
A: number 3



Repeat the first record exactly.
A gas-phase ion, C4H15N3PS (charge +1) at a distorted geometry, computed with ωB97M-V with the def2-TZVPD basis set.

Geometry as XYZ:
```
24
C4H15N3PS ωB97M-V with the def2-TZVPD basis set
C -1.027 -3.193 0.332
S -0.482 -1.960 -0.956
C -1.367 -0.479 -0.362
N -0.511 0.467 0.277
C -0.814 0.817 1.682
P 0.827 0.981 -0.379
C 0.669 0.919 -2.174
N 2.077 0.154 0.222
N 0.858 2.594 0.258
H -0.210 -3.080 1.164
H -1.229 -4.272 0.057
H -1.869 -2.824 0.772
H -2.134 -0.923 0.357
H -1.907 0.009 -1.183
H -1.856 0.655 1.881
H -0.228 0.081 2.354
H -0.494 1.812 1.955
H 1.670 1.180 -2.421
H 0.002 1.697 -2.455
H 0.472 -0.118 -2.454
H 2.146 -0.841 0.327
H 2.950 0.539 -0.054
H 1.220 2.580 1.234
H 1.236 3.205 -0.434
```

Output
E_tot, eV: -28979.712
Energy above the lowest of the compared OMol25 structures with the same formula, charge and spin, kcal/mol: 0.0
2S+1: 1
HOMO level, eV: -12.5
Kohn-Sham gap, eV: 9.730
Net charge: +1

Mulliken population analysis, charges in e, atoms 1 to 8: -0.739, 0.004, -0.898, 0.253, -0.883, 0.442, -1.044, -0.366



Q: Which formula does entry 3 have?
A: C4H15NO2